P.
{"formula": "C6H12N4O2", "method": "ωB97M-V/def2-TZVPD", "smiles": "C1=NNC=NO1.CO/C=C/CN", "homo_lumo_gap_ev": 9.2598, "e_homo_ev": -8.620, "multiplicity": 1, "species": ["H", "C", "C", "O", "H", "H", "N", "N", "H", "N", "H", "H", "H", "N", "H", "C", "H", "C", "H", "H", "C", "H", "O", "C"], "positions_angstrom": [[-2.54149, 0.35767, 1.83234], [-3.00362, -0.68840, -1.01374], [1.92273, 0.81950, 0.54499], [-4.33218, -0.52080, -1.08628], [-4.79298, -0.28111, 2.13820], [-0.15857, 3.02006, -0.83213], [-4.96226, -0.84243, 0.17826], [0.75437, 2.70283, -0.48543], [1.38839, 2.70904, -1.27709], [-2.33073, -0.51453, 0.05171], [4.66815, -1.42379, -1.04216], [3.34471, -2.58225, -0.65185], [-2.54576, -0.98894, -1.94074], [-3.07704, 0.20852, 0.98305], [4.82322, -2.48907, 0.39292], [2.44821, -0.28492, 0.02970], [-0.16122, 1.39761, 0.85267], [-4.33128, -0.33315, 1.15612], [2.46367, 1.38170, 1.31598], [2.00543, -0.74763, -0.86027], [0.61217, 1.34643, 0.04202], [0.21552, 0.62372, -0.70956], [3.48590, -0.95219, 0.60490], [4.10465, -1.91787, -0.22361]], "lowdin_charge": [0.1279, -0.2331, -0.0892, -0.0575, 0.1304, 0.0659, 0.0883, -0.0223, 0.0612, 0.0570, 0.0948, 0.0848, 0.1257, -0.0159, 0.0948, -0.1862, 0.1037, -0.1978, 0.1180, 0.1224, -0.3270, 0.0920, -0.1380, -0.1001]}



Q.
{"formula": "C6H12N4O2", "method": "ωB97M-V/def2-TZVPD", "smiles": "CCO/C=N/O.Cn1cnnc1", "homo_lumo_gap_ev": 9.6659, "e_homo_ev": -9.183, "multiplicity": 1, "species": ["H", "H", "C", "H", "H", "N", "N", "C", "C", "O", "N", "H", "H", "C", "H", "C", "H", "O", "H", "N", "H", "H", "C", "H"], "positions_angstrom": [[1.34282, 2.68691, -1.68320], [-1.62494, -3.53336, 0.85473], [-1.76670, -2.47134, 0.70881], [1.72866, -0.71506, 1.99557], [-1.85065, 0.17517, -0.98034], [-1.95198, -1.57978, 1.64445], [-2.06939, -0.36327, 1.03305], [-1.91159, -0.60181, -0.23777], [-1.51645, -2.50004, -1.79535], [1.80976, 4.07340, 0.31333], [-1.70381, -1.89793, -0.50062], [-1.34249, -3.58493, -1.68218], [1.67050, 4.36834, -0.61098], [1.12824, -0.36346, 1.11796], [0.28980, -1.08895, 0.97687], [1.99747, -0.21215, -0.11050], [0.69257, 0.62509, 1.35641], [1.49852, 0.77616, -0.99360], [3.02574, 0.08271, 0.19866], [1.91281, 2.69611, 0.28701], [-0.64916, -2.04337, -2.30760], [2.08740, -1.13529, -0.71913], [1.61181, 2.10104, -0.81156], [-2.40657, -2.33319, -2.43333]], "lowdin_charge": [0.1326, 0.1263, -0.1994, 0.0951, 0.1286, 0.0068, 0.0219, -0.2100, -0.0183, -0.0602, -0.1265, 0.0982, 0.0843, -0.0745, 0.0370, -0.2464, 0.0790, -0.0926, 0.1243, -0.0003, 0.0967, 0.1220, -0.2244, 0.0999]}



Which of them is most stable, and which least? Most stable: Q; least stable: P.



P.
{"formula": "C9H16N3", "method": "ωB97M-V/def2-TZVPD", "total_charge": 1, "homo_lumo_gap_ev": 8.2339, "e_homo_ev": -12.086, "multiplicity": 1, "species": ["H", "C", "H", "C", "C", "C", "N", "H", "H", "H", "H", "H", "C", "N", "C", "H", "H", "N", "H", "H", "C", "H", "C", "H", "H", "H", "H", "C"], "positions_angstrom": [[-1.67099, 0.32040, 3.70706], [-0.22227, -2.23500, -1.82863], [1.40665, -1.85146, -3.87003], [-0.13636, 1.87899, 2.05135], [1.47515, -1.04569, -3.14600], [2.38270, -0.05021, -3.02016], [0.73839, -1.12056, -1.93697], [-1.32563, -1.18298, 2.91111], [0.28424, -3.09659, -2.23050], [2.02848, 1.48526, 1.96662], [-2.85540, -0.33343, 2.48998], [-0.29985, 2.49775, 1.22052], [-0.93165, 0.59244, 1.67302], [1.11432, 1.09525, 2.03363], [-1.78204, 0.84846, 0.46045], [-2.64791, 0.23999, 0.54262], [2.89858, 0.48055, -3.86925], [2.13944, 0.54462, -1.87047], [2.84758, 1.14728, -1.39655], [-2.25697, 1.88724, 0.53310], [0.46350, 0.03669, 1.50077], [-0.52843, -2.31999, -0.74190], [1.08440, -0.01534, -1.22218], [0.71969, -0.95218, 1.33759], [-0.54404, 2.44759, 2.98407], [-1.38316, 0.90979, -0.59224], [-1.18728, -2.01420, -2.46472], [-1.81114, -0.19467, 2.77771]], "lowdin_charge": [0.0715, -0.0222, 0.1241, -0.0862, -0.0627, -0.1378, -0.1433, 0.0886, 0.0786, 0.1540, 0.0846, 0.0936, -0.4438, 0.1531, -0.0575, 0.0550, 0.1508, 0.0003, 0.1725, 0.1192, 0.0508, 0.0955, -0.0606, 0.1008, 0.1714, 0.0904, 0.1325, 0.0270]}



Q.
{"formula": "C9H16N3", "method": "ωB97M-V/def2-TZVPD", "total_charge": 1, "homo_lumo_gap_ev": 9.4429, "e_homo_ev": -12.487, "multiplicity": 1, "species": ["C", "H", "H", "C", "C", "C", "N", "H", "C", "N", "H", "H", "H", "C", "H", "H", "C", "H", "C", "H", "H", "H", "H", "H", "C", "H", "H", "N"], "positions_angstrom": [[0.41993, 0.09457, -1.86058], [-0.20356, 2.76090, 1.14536], [-0.28726, -3.04854, -0.91246], [-0.82335, 2.18670, 3.02108], [-1.97300, -0.23524, -1.94190], [-1.71714, -1.52797, -1.53120], [1.49680, 0.92501, 0.92300], [-2.47218, -2.33564, -1.52294], [0.68950, -1.26858, -1.49232], [-0.56274, 1.93642, 1.60355], [2.68383, -1.43627, -2.05462], [1.71690, 1.57752, 0.17821], [-2.98959, 0.05182, -2.14577], [-0.83161, 0.56067, -2.13454], [1.23011, 0.79158, -2.08076], [-1.28825, -0.43735, 1.93957], [-0.44521, -2.01497, -1.22772], [0.24075, -1.22002, 1.58852], [0.22373, 0.78838, 1.34948], [2.68948, -1.43783, -0.31765], [-1.48373, 3.03992, 3.02846], [-0.82038, 1.53498, -2.62515], [1.95002, 0.01673, 0.66399], [0.00863, 2.13103, 3.68534], [2.09232, -1.68712, -1.17372], [2.21423, -2.76290, -1.23166], [-1.44093, 1.38559, 3.51664], [-0.31729, -0.36938, 1.60976]], "lowdin_charge": [-0.0983, 0.1327, 0.1194, -0.0706, -0.0586, -0.0927, 0.2098, 0.1203, -0.2784, 0.0127, 0.0942, 0.1298, 0.1073, -0.0930, 0.1120, 0.1630, -0.0781, 0.1486, -0.4131, 0.0595, 0.0955, 0.1138, 0.1032, 0.0826, -0.0592, 0.0849, 0.0980, 0.2549]}



Which of them is most stable, and which least? Most stable: Q; least stable: P.



P.
{"formula": "C4H6NO", "method": "ωB97M-V/def2-TZVPD", "total_charge": -1, "homo_lumo_gap_ev": [5.5825, 5.5783], "e_homo_ev": [-1.635, -1.633], "multiplicity": 1, "species": ["H", "H", "H", "H", "H", "C", "C", "H", "C", "C", "O", "N"], "positions_angstrom": [[0.81426, -0.35457, -1.86249], [-1.88859, 0.18285, 1.43069], [-0.73850, -1.10436, 1.06092], [-0.74955, 2.46514, 0.32382], [-2.26517, -0.59769, 0.01019], [0.85833, -0.39160, -0.66597], [-0.29593, 0.48473, -0.20360], [0.81455, -1.48079, -0.55729], [-1.41928, -0.32214, 0.66054], [-0.10304, 1.82699, -0.22181], [2.91375, -0.80128, 0.16091], [2.05917, 0.09271, -0.13591]], "lowdin_charge": [0.1472, 0.0007, 0.0445, -0.1082, 0.0395, -0.3354, -0.4838, 0.0851, -0.1099, -0.1196, -0.1116, -0.0486]}



Q.
{"formula": "C4H6NO", "method": "ωB97M-V/def2-TZVPD", "total_charge": -1, "homo_lumo_gap_ev": 7.1153, "e_homo_ev": -2.839, "multiplicity": 1, "species": ["N", "C", "C", "H", "O", "C", "C", "H", "H", "H", "H", "H"], "positions_angstrom": [[-1.68970, -0.56069, -0.18508], [2.65040, 1.53064, -0.32301], [0.89875, 0.10502, 0.86933], [0.30861, 0.01415, 1.78824], [-0.86903, -1.57211, -0.18361], [-2.89816, -0.81730, -0.42215], [1.92817, 0.70112, 0.42811], [-3.66226, -0.02126, -0.53558], [-3.19708, -1.94113, -0.54884], [3.76575, 1.29554, -0.24854], [0.49732, -0.90659, 0.42338], [2.26722, 2.17260, -1.06225]], "lowdin_charge": [-0.2843, -0.0943, -0.0538, 0.0632, -0.3451, -0.2178, -0.2379, 0.0158, 0.0588, 0.0381, 0.0510, 0.0064]}



Which of them is most stable, and which least? Most stable: Q; least stable: P.